ORCA calculation (ωB97M-V with the def2-TZVPD basis set) on a structure of composition C5H8O2.

Summary:
E_tot   -345.73761 hartree
Gap between HOMO and LUMO   9.2 eV
Relative energy (zero: lowest compared OMol25 entry of this formula, charge and spin)   1.833 eV

```
! RIJCOSX wB97M-V def2-TZVPD def2/J DEFGRID3
* xyz 0 1
O 0.9226 0.5714 0.9004
O 2.9507 0.1438 -0.1933
C 1.6410 -0.0596 -0.0550
C 0.6919 -0.6750 -0.7617
C -0.9885 1.2403 -0.3918
C -1.1279 -0.9037 0.9890
C -0.2738 0.0204 0.1626
H 3.0617 -0.0157 -1.1410
H -1.6350 -0.3893 1.8090
H -1.4558 1.8088 0.4198
H -1.8846 -1.3283 0.3168
H -0.2710 1.8902 -0.9037
H 0.6500 -1.5257 -1.4198
H -0.5197 -1.7249 1.3776
H -1.7614 0.9475 -1.1089
*
```

Results of the Mulliken charge analysis, in e, for atoms 1 through 8: -0.443, -0.507, 0.289, -0.924, -1.386, -1.446, 1.679, 0.336

ORCA calculation (ωB97M-V with the def2-TZVPD basis set) on a structure of composition C7H10.

Summary:
E_tot   -272.48268 hartree
Gap between HOMO and LUMO (spin up / spin down)   8.2 / 8.3 eV
Relative energy (zero: lowest compared OMol25 entry of this formula, charge and spin)   6.403 eV

```
! RIJCOSX wB97M-V def2-TZVPD def2/J DEFGRID3
* xyz 0 1
C -0.5662 1.3504 -0.4225
C -1.0471 -0.7206 -1.0242
C 0.2772 0.0980 -0.8072
C -1.4721 0.2326 0.1243
C -0.7768 -0.2791 1.1839
C 0.4009 1.7543 0.6738
C 0.5951 0.2404 0.8181
H 1.2890 2.2518 0.2731
H -1.0633 -1.7942 -0.8235
H -1.4671 -0.5033 -2.0147
H 1.7375 -2.5125 0.0336
H 1.0590 0.1567 -1.5817
H 1.4326 -3.0828 0.4007
H 0.0155 2.2892 1.5486
H 1.4790 -0.1896 1.2962
H -0.9229 -1.3076 1.5103
H -0.9703 2.0163 -1.1887
*
```

Results of the Mulliken charge analysis, in e, for atoms 1 through 8: -0.378, -0.605, -0.393, -0.008, -0.428, -0.645, -0.417, 0.317

ORCA calculation (ωB97M-V with the def2-TZVPD basis set) on the molecule C5H10O.

Summary:
E_tot   -271.66739 hartree
Gap between HOMO and LUMO   8.8 eV
Relative energy (zero: lowest compared OMol25 entry of this formula, charge and spin)   2.319 eV
Structure (SMILES)   CC/C=C(\C)O

```
! RIJCOSX wB97M-V def2-TZVPD def2/J DEFGRID3
* xyz 0 1
O -1.5456 0.8106 -1.8442
C 1.1471 -0.6204 -0.3331
C 1.4142 -0.5483 1.1628
C -1.0276 0.1441 -0.7598
C -1.3953 0.7310 0.5684
C -0.2281 -0.9073 -0.9303
H -0.9433 1.7074 0.7847
H 0.9625 -1.3976 1.6789
H 2.4975 -0.5685 1.3101
H 1.0481 0.3751 1.6268
H -1.2800 1.7283 -1.6782
H -1.1843 0.0451 1.3910
H -0.2273 -1.3656 -1.9202
H -2.4813 0.8602 0.5135
H 1.7945 -1.3492 -0.8078
H 1.4488 0.3554 -0.7626
*
```

Results of the Mulliken charge analysis, in e, for atoms 1 through 8: -0.538, -0.268, -1.171, 0.641, -1.290, -0.650, 0.379, 0.297

ORCA calculation (ωB97M-V with the def2-TZVPD basis set) on the molecule C3H7N3S at a distorted geometry.

Summary:
E_tot   -680.90172 hartree
Gap between HOMO and LUMO   9.0 eV
Relative energy (zero: lowest compared OMol25 entry of this formula, charge and spin)   2.191 eV
Structure (SMILES)   NC/C=N\NC=S

```
! RIJCOSX wB97M-V def2-TZVPD def2/J DEFGRID3
* xyz 0 1
S -4.0743 -0.5272 -0.0146
N 2.5966 -0.5338 -0.0918
N -1.5382 0.2610 0.0437
N -0.6044 1.2315 0.0448
C -2.8636 0.5303 -0.0550
C 0.5952 0.8373 0.0247
C 1.2087 -0.5597 0.1489
H 0.5355 -1.2156 -0.4906
H -1.2553 -0.7265 0.0726
H 3.0771 -1.4033 0.1001
H 1.3477 1.6765 0.1382
H 2.7464 -0.2285 -1.0444
H -2.9773 1.6173 -0.0644
H 1.2060 -0.9594 1.1878
*
```

Results of the Mulliken charge analysis, in e, for atoms 1 through 8: -0.336, -0.572, 0.237, -0.629, -0.117, -0.015, -0.402, 0.238